Model P:
{
  "formula": "C43H117HgN10O11",
  "method": "ωB97M-V/def2-TZVPD",
  "species": ["Hg", "C", "C", "C", "O", "H", "H", "H", "H", "H", "H", "H", "C", "C", "C", "O", "C", "N", "H", "H", "H", "H", "H", "H", "H", "H", "H", "H", "H", "C", "C", "C", "O", "C", "N", "H", "H", "H", "H", "H", "H", "H", "H", "H", "H", "H", "C", "C", "C", "O", "C", "N", "H", "H", "H", "H", "H", "H", "H", "H", "H", "H", "H", "C", "C", "C", "O", "C", "N", "H", "H", "H", "H", "H", "H", "H", "H", "H", "H", "H", "C", "C", "C", "O", "C", "N", "H", "H", "H", "H", "H", "H", "H", "H", "H", "H", "H", "C", "C", "C", "O", "C", "N", "H", "H", "H", "H", "H", "H", "H", "H", "H", "H", "H", "C", "C", "C", "O", "C", "N", "H", "H", "H", "H", "H", "H", "H", "H", "H", "H", "H", "C", "C", "C", "O", "C", "N", "H", "H", "H", "H", "H", "H", "H", "H", "H", "H", "H", "C", "C", "C", "O", "C", "N", "H", "H", "H", "H", "H", "H", "H", "H", "H", "H", "H", "C", "C", "C", "O", "C", "N", "H", "H", "H", "H", "H", "H", "H", "H", "H", "H", "H"],
  "coordinates": [[1.57039, 6.33089, 2.68778], [0.07221, -0.47419, 1.19845], [0.65666, 0.72675, 0.43050], [0.03025, 0.80554, -1.00285], [0.54662, 1.94144, 1.09022], [-1.01657, -0.44088, 1.15901], [0.41795, -0.35236, 2.22496], [0.56485, -1.39106, 0.87481], [1.69291, 0.47915, 0.20029], [0.67235, 1.40955, -1.64393], [-1.00608, 1.13389, -1.08223], [0.13816, -0.15282, -1.51079], [4.73434, -6.94982, 3.77803], [3.23518, -6.86534, 4.07239], [2.73792, -5.47840, 4.26399], [3.42294, -4.94562, 5.44590], [2.48586, -4.92587, 6.58460], [2.65243, -7.54150, 2.92399], [4.99024, -6.47387, 2.83140], [5.14938, -7.95515, 3.84976], [5.26575, -6.47348, 4.60193], [2.97057, -7.45614, 4.94934], [1.64820, -5.50316, 4.26116], [3.05226, -4.86980, 3.41610], [3.06290, -4.60626, 7.45234], [2.05419, -5.90313, 6.80078], [1.73413, -4.16437, 6.37693], [2.54617, -6.96153, 2.10397], [3.11876, -8.38809, 2.63085], [-3.69853, -7.58827, -0.49861], [-4.40142, -7.69809, 0.79303], [-3.80831, -6.77311, 1.85708], [-4.74923, -6.98765, 2.98519], [-4.29797, -6.34234, 4.18353], [-5.80021, -7.29596, 0.60349], [-4.12743, -8.01725, -1.40423], [-2.67318, -7.94947, -0.41944], [-3.64862, -6.53519, -0.77542], [-4.54360, -8.70205, 1.19298], [-3.72212, -5.72021, 1.58862], [-2.79300, -7.15358, 1.96873], [-4.36382, -5.26670, 4.01989], [-3.30016, -6.65475, 4.49159], [-4.97978, -6.61793, 4.98806], [-6.13576, -7.24219, 1.55460], [-5.74462, -6.31233, 0.38105], [4.08387, 3.11914, 8.22285], [3.50890, 4.34668, 7.59178], [3.82875, 5.53344, 8.43317], [3.13597, 5.44621, 9.63819], [3.28571, 6.52585, 10.53362], [3.82058, 4.51443, 6.19364], [3.86884, 3.10519, 9.29133], [5.14261, 3.05718, 7.97121], [3.67388, 2.25197, 7.70512], [2.42525, 4.24578, 7.65213], [3.44926, 6.41801, 7.92168], [4.89451, 5.63978, 8.63550], [4.32405, 6.83579, 10.65141], [2.84390, 6.30858, 11.50611], [2.85537, 7.45014, 10.14815], [4.81905, 4.48704, 6.04393], [3.50017, 3.66569, 5.74971], [4.97400, -0.09255, -6.24718], [4.66503, 0.96124, -7.26653], [5.40466, 2.34090, -7.14168], [6.78686, 1.97249, -7.19446], [7.54784, 3.11026, -6.93447], [4.97075, 0.45597, -8.62389], [4.82912, 0.34593, -5.25985], [5.98699, -0.48371, -6.34179], [4.36832, -0.96712, -6.48458], [3.61361, 1.20399, -7.11266], [5.23608, 2.84099, -6.18797], [5.11293, 3.05869, -7.90835], [7.61100, 3.39919, -5.88535], [7.31636, 3.95621, -7.58170], [8.57345, 2.87641, -7.22000], [4.56897, -0.46699, -8.70649], [5.96667, 0.33091, -8.51155], [2.87125, -10.69647, -4.37111], [3.31060, -10.48187, -2.91206], [3.89501, -9.06898, -2.49497], [2.84958, -8.05809, -2.53017], [3.35186, -6.70760, -2.68528], [2.42481, -10.94328, -1.84177], [3.69397, -10.55870, -5.07271], [1.93827, -10.21950, -4.67139], [2.74686, -11.77313, -4.48708], [4.09524, -11.23824, -2.93110], [4.71974, -8.83448, -3.16798], [4.29310, -9.17756, -1.48609], [4.20730, -6.60053, -3.35226], [3.68787, -6.54133, -1.66177], [2.52133, -6.08569, -3.01924], [2.00037, -11.82606, -2.08805], [1.64434, -10.30301, -1.81002], [-7.84911, -3.48317, -5.45466], [-7.23487, -3.91929, -4.14623], [-7.18031, -2.66013, -3.18465], [-6.67647, -3.13193, -1.93732], [-6.62337, -2.10538, -0.91324], [-7.98903, -4.99945, -3.50416], [-7.26724, -2.62621, -5.79400], [-8.87218, -3.25189, -5.15813], [-7.83339, -4.29359, -6.18341], [-6.25500, -4.37126, -4.30010], [-8.18666, -2.26542, -3.04479], [-6.58218, -1.87802, -3.65225], [-6.64555, -2.68418, 0.01013], [-7.45975, -1.40822, -0.96380], [-5.74464, -1.48421, -1.08664], [-8.88266, -4.76524, -3.09589], [-7.48740, -5.29566, -2.67911], [-2.41961, 0.74968, 7.42088], [-3.54430, 0.32199, 6.41097], [-5.00585, 0.14176, 6.91950], [-5.96365, -0.49443, 5.95852], [-7.10577, -1.01437, 6.65589], [-3.48208, 1.32723, 5.33152], [-2.56691, 1.71711, 7.90096], [-1.45065, 0.74741, 6.92170], [-2.19277, 0.07058, 8.24275], [-3.26232, -0.60722, 5.91582], [-5.37050, 1.10185, 7.28468], [-5.04002, -0.49499, 7.80351], [-7.58930, -0.27639, 7.29596], [-6.76636, -1.90990, 7.17640], [-7.78850, -1.31297, 5.86039], [-4.32279, 1.32958, 4.77181], [-2.66718, 1.27393, 4.73720], [-6.73487, 5.16359, -10.75213], [-5.71665, 5.43683, -9.66213], [-5.34871, 4.14056, -8.86766], [-4.29905, 4.49207, -7.92913], [-3.75097, 3.39711, -7.29134], [-4.54717, 5.99749, -10.28652], [-6.53520, 4.38120, -11.48432], [-7.00736, 6.00579, -11.38818], [-7.68895, 4.91989, -10.28475], [-6.22721, 6.14723, -9.01193], [-4.97410, 3.32535, -9.48667], [-6.27758, 3.78937, -8.41825], [-2.93347, 3.89031, -6.76547], [-3.35283, 2.72778, -8.05396], [-4.29599, 2.86177, -6.51386], [-4.14476, 5.35516, -10.95403], [-3.87927, 5.86701, -9.54020], [6.30402, 4.89462, -1.23384], [6.58874, 6.33697, -0.61007], [7.49572, 7.30265, -1.44814], [8.84480, 6.82960, -1.39615], [9.80276, 7.80265, -1.80151], [5.27633, 6.80630, -0.54109], [5.52391, 4.80956, -1.99033], [6.01725, 4.19288, -0.45063], [7.25012, 4.53274, -1.63640], [6.95761, 6.21216, 0.40800], [7.25999, 8.27139, -1.00759], [7.21053, 7.35486, -2.49889], [10.76476, 7.38612, -1.50290], [9.71800, 8.80980, -1.39339], [9.92909, 7.83364, -2.88371], [5.17192, 6.81405, -1.54565], [5.48265, 7.74657, -0.23543], [-2.67348, 8.73941, 3.70762], [-2.77904, 7.26445, 3.30476], [-2.70900, 6.94851, 1.81391], [-1.48654, 7.45846, 1.28104], [-1.37119, 7.18494, -0.12821], [-1.62123, 6.69236, 4.02568], [-3.00179, 8.77903, 4.74625], [-3.36228, 9.31601, 3.09022], [-1.67317, 9.17108, 3.74166], [-3.67125, 6.81250, 3.73815], [-3.57769, 7.41128, 1.34562], [-2.83265, 5.89462, 1.56465], [-1.31226, 6.18052, -0.54749], [-0.45316, 7.71076, -0.39059], [-2.20096, 7.67812, -0.63453], [-1.66630, 5.68593, 4.09752], [-1.84167, 6.81285, 5.00394]],
  "lowdin_charge": [0.56, -0.03, -0.47, 0.01, 0.12, 0.09, 0.08, 0.10, 0.16, 0.09, 0.10, 0.10, -0.07, -0.45, -0.20, -0.20, -0.07, 0.03, 0.08, 0.08, 0.07, 0.14, 0.12, 0.12, 0.08, 0.08, 0.08, 0.07, 0.07, -0.08, -0.46, -0.16, -0.22, -0.10, 0.03, 0.08, 0.08, 0.08, 0.15, 0.12, 0.12, 0.08, 0.08, 0.09, 0.05, 0.06, -0.06, -0.49, -0.24, -0.19, -0.10, 0.05, 0.09, 0.08, 0.08, 0.14, 0.13, 0.13, 0.08, 0.09, 0.08, 0.07, 0.07, -0.08, -0.43, -0.18, -0.19, -0.14, 0.04, 0.08, 0.08, 0.08, 0.13, 0.11, 0.12, 0.09, 0.09, 0.09, 0.06, 0.06, -0.07, -0.42, -0.16, -0.22, -0.09, 0.03, 0.07, 0.07, 0.07, 0.12, 0.11, 0.11, 0.08, 0.08, 0.08, 0.07, 0.06, -0.07, -0.43, -0.20, -0.22, -0.08, 0.03, 0.08, 0.08, 0.08, 0.14, 0.12, 0.11, 0.09, 0.08, 0.08, 0.07, 0.06, -0.06, -0.39, -0.15, -0.22, -0.11, 0.01, 0.07, 0.06, 0.07, 0.12, 0.12, 0.11, 0.09, 0.09, 0.09, 0.06, 0.06, -0.09, -0.44, -0.16, -0.20, -0.15, 0.04, 0.08, 0.08, 0.07, 0.14, 0.12, 0.12, 0.09, 0.09, 0.08, 0.08, 0.05, -0.05, -0.45, -0.18, -0.18, -0.11, 0.01, 0.07, 0.06, 0.07, 0.14, 0.11, 0.13, 0.09, 0.09, 0.08, 0.07, 0.07, -0.06, -0.40, -0.21, -0.26, -0.11, 0.01, 0.08, 0.08, 0.08, 0.14, 0.12, 0.12, 0.08, 0.08, 0.09, 0.06, 0.07],
  "charge": 1,
  "lumo_ev": -8.82,
  "orbital_gap_ev": 1.333,
  "e_homo_ha": -0.373
}



Model Q:
{
  "formula": "C43H117HgN10O11",
  "method": "ωB97M-V/def2-TZVPD",
  "species": ["Hg", "C", "C", "C", "O", "H", "H", "H", "H", "H", "H", "H", "C", "C", "C", "O", "C", "N", "H", "H", "H", "H", "H", "H", "H", "H", "H", "H", "H", "C", "C", "C", "O", "C", "N", "H", "H", "H", "H", "H", "H", "H", "H", "H", "H", "H", "C", "C", "C", "O", "C", "N", "H", "H", "H", "H", "H", "H", "H", "H", "H", "H", "H", "C", "C", "C", "O", "C", "N", "H", "H", "H", "H", "H", "H", "H", "H", "H", "H", "H", "C", "C", "C", "O", "C", "N", "H", "H", "H", "H", "H", "H", "H", "H", "H", "H", "H", "C", "C", "C", "O", "C", "N", "H", "H", "H", "H", "H", "H", "H", "H", "H", "H", "H", "C", "C", "C", "O", "C", "N", "H", "H", "H", "H", "H", "H", "H", "H", "H", "H", "H", "C", "C", "C", "O", "C", "N", "H", "H", "H", "H", "H", "H", "H", "H", "H", "H", "H", "C", "C", "C", "O", "C", "N", "H", "H", "H", "H", "H", "H", "H", "H", "H", "H", "H", "C", "C", "C", "O", "C", "N", "H", "H", "H", "H", "H", "H", "H", "H", "H", "H", "H"],
  "coordinates": [[1.83563, -1.72920, -18.73570], [3.34209, 2.14824, -19.91068], [3.06762, 1.60786, -18.49506], [2.06634, 2.49888, -17.77634], [2.92502, 0.21188, -18.49541], [4.42217, 2.18723, -20.03665], [3.00146, 3.18351, -20.04162], [2.85775, 1.62454, -20.73503], [4.02285, 1.79528, -17.96595], [1.08850, 2.53393, -18.27247], [2.43568, 3.52455, -17.89320], [1.96004, 2.36095, -16.69988], [6.28307, 0.39254, -21.56482], [5.84637, -0.93029, -20.93227], [6.49553, -1.09279, -19.56495], [7.88192, -1.24318, -19.72206], [8.51643, -1.51188, -18.50210], [4.37692, -0.92640, -20.83950], [6.01398, 1.26726, -20.95795], [5.80903, 0.49893, -22.53675], [7.36823, 0.47486, -21.61465], [6.18821, -1.67509, -21.65537], [5.99516, -1.84723, -18.94051], [6.29762, -0.12445, -19.06205], [9.59791, -1.48677, -18.63179], [8.24226, -2.49743, -18.11143], [8.29018, -0.72144, -17.77143], [4.06351, -1.87441, -20.64143], [4.09197, -0.34088, -20.04643], [2.34685, 5.36853, -14.99049], [2.48882, 6.61763, -15.81142], [3.94572, 6.95784, -16.11726], [3.95107, 8.05569, -16.99605], [5.24907, 8.38485, -17.45737], [1.68134, 6.51176, -17.04604], [2.64897, 4.45110, -15.50038], [1.29924, 5.25237, -14.69680], [2.92049, 5.46535, -14.06511], [2.13586, 7.47747, -15.23025], [4.40783, 6.10111, -16.62325], [4.40811, 7.22124, -15.15514], [5.18631, 8.78468, -18.46814], [5.88922, 7.49705, -17.51269], [5.69028, 9.11238, -16.77172], [1.79659, 5.57240, -17.42902], [2.19258, 7.04967, -17.74734], [3.42575, 1.61089, -13.81289], [2.71779, 1.96117, -12.54022], [2.71497, 3.43559, -12.20391], [4.02232, 3.83680, -11.92155], [4.13148, 5.23410, -11.71372], [1.35026, 1.40329, -12.64785], [4.34253, 2.17048, -14.02454], [2.82204, 1.80399, -14.71355], [3.71350, 0.56274, -13.85555], [3.22407, 1.42918, -11.72969], [2.08618, 3.53637, -11.29987], [2.20786, 4.01145, -12.98927], [3.63179, 5.52673, -10.78090], [3.64267, 5.80645, -12.51164], [5.18097, 5.50721, -11.67110], [0.90857, 1.79338, -13.48067], [0.76843, 1.77924, -11.89986], [-0.99680, -0.85308, -22.13874], [-0.58816, -1.04651, -20.68008], [-0.73457, -2.48391, -20.27176], [-0.44360, -2.59351, -18.87814], [-0.74803, -3.89886, -18.38938], [0.89066, -0.72014, -20.55292], [-1.93804, -1.35029, -22.35997], [-0.24099, -1.32010, -22.79066], [-0.89810, 0.18025, -22.46900], [-1.16028, -0.36880, -20.04827], [-0.06104, -3.11636, -20.86993], [-1.73515, -2.89566, -20.44153], [-0.57528, -3.87320, -17.31562], [-0.06553, -4.62517, -18.84084], [-1.78873, -4.16694, -18.56728], [1.24659, -0.82598, -21.50578], [1.04784, 0.25488, -20.30548], [4.67799, -1.43538, -11.70464], [6.08772, -1.00007, -12.06082], [6.46141, -1.26770, -13.50426], [5.86875, -0.30777, -14.36078], [5.78781, -0.73572, -15.70047], [6.29963, 0.44528, -11.80736], [4.47782, -1.30075, -10.63699], [4.47798, -2.49159, -11.91910], [3.87862, -0.86248, -12.18757], [6.78482, -1.52667, -11.40489], [6.13052, -2.27476, -13.80060], [7.55151, -1.23622, -13.62651], [5.08586, -1.57233, -15.74536], [6.77607, -0.96190, -16.10769], [5.34862, 0.11640, -16.22562], [6.09181, 0.95342, -12.65917], [5.64877, 0.80155, -11.11780], [7.59172, 5.52145, -22.96868], [6.98842, 4.19974, -22.46747], [5.48011, 4.23229, -22.53129], [5.00240, 5.29731, -21.74056], [3.62861, 5.48988, -21.90051], [7.46268, 3.03985, -23.24220], [7.30930, 6.33224, -22.29404], [7.29773, 5.74897, -23.99560], [8.68390, 5.49441, -22.93338], [7.36730, 4.10644, -21.44469], [5.03429, 3.26688, -22.25342], [5.19561, 4.41491, -23.58415], [3.41586, 6.16444, -22.73827], [3.17005, 5.92430, -21.00705], [3.07383, 4.55166, -22.04350], [8.47427, 3.04056, -23.26192], [7.13020, 3.13016, -24.19663], [-1.16087, 4.29600, -16.85775], [-2.02299, 3.95617, -15.65487], [-3.38493, 3.39872, -16.06570], [-4.15025, 2.91023, -15.01295], [-4.73046, 3.92374, -14.19485], [-1.31609, 2.94404, -14.83020], [-1.08041, 3.39093, -17.46413], [-0.15196, 4.54513, -16.52401], [-1.48455, 5.20361, -17.36747], [-2.16866, 4.86105, -15.04995], [-3.14324, 2.58548, -16.76473], [-3.89590, 4.13396, -16.70386], [-5.17525, 3.40770, -13.35059], [-5.45546, 4.51424, -14.75861], [-3.95986, 4.60149, -13.81355], [-0.76365, 3.42403, -14.12824], [-2.05647, 2.45945, -14.32431], [6.49549, 4.13477, -14.64106], [6.63033, 3.10810, -15.75107], [6.79437, 3.80672, -17.09637], [5.52557, 4.28055, -17.48738], [5.40523, 4.68852, -18.87261], [7.89233, 2.36467, -15.54118], [7.40644, 4.72669, -14.57936], [6.26832, 3.67213, -13.67705], [5.64850, 4.78148, -14.88599], [5.81477, 2.37863, -15.79488], [7.12379, 3.05343, -17.83240], [7.56024, 4.58425, -17.00385], [5.91663, 5.63293, -19.04483], [4.32548, 4.80842, -18.93206], [5.73980, 3.82109, -19.44038], [7.94525, 2.01983, -14.59256], [8.02210, 1.62526, -16.21697], [4.02008, 0.97253, -24.81284], [2.60093, 1.16634, -24.32050], [1.54431, 0.79580, -25.32830], [1.77736, 1.48242, -26.52146], [0.61563, 1.74415, -27.27215], [2.35659, 0.45289, -23.03839], [4.76186, 1.46721, -24.18489], [4.19640, 1.34800, -25.82533], [4.23924, -0.09782, -24.91452], [2.44626, 2.22395, -24.07428], [0.55486, 1.01130, -24.89987], [1.56071, -0.29821, -25.49609], [0.00993, 0.84924, -27.45348], [0.94877, 2.11715, -28.23822], [0.00277, 2.50090, -26.77086], [2.57812, -0.52853, -23.22465], [3.14408, 0.72726, -22.45204], [2.42325, -2.76092, -14.31786], [1.75589, -2.44015, -15.64265], [0.95901, -1.15819, -15.61573], [0.37698, -0.94643, -16.88698], [-0.23535, 0.33530, -16.93676], [2.74399, -2.44580, -16.77236], [1.85722, -2.27570, -13.51898], [3.47661, -2.48112, -14.26235], [2.42318, -3.82583, -14.07340], [1.03970, -3.24471, -15.83555], [1.59995, -0.30537, -15.35714], [0.17666, -1.24899, -14.85496], [-1.28552, 0.26032, -16.63149], [-0.21836, 0.72071, -17.95418], [0.22535, 1.06051, -16.27091], [3.52930, -1.85873, -16.50004], [3.08563, -3.40040, -16.84273]],
  "lowdin_charge": [1.25, -0.06, -0.55, -0.06, -0.41, 0.04, 0.06, 0.05, 0.11, 0.07, 0.06, 0.05, -0.06, -0.40, -0.23, -0.16, -0.11, 0.04, 0.06, 0.05, 0.08, 0.14, 0.12, 0.13, 0.09, 0.09, 0.07, 0.04, 0.02, -0.07, -0.41, -0.21, -0.19, -0.09, 0.06, 0.08, 0.08, 0.04, 0.14, 0.10, 0.14, 0.09, 0.07, 0.09, 0.04, 0.06, -0.06, -0.42, -0.23, -0.17, -0.09, 0.05, 0.07, 0.07, 0.05, 0.13, 0.13, 0.10, 0.09, 0.06, 0.09, 0.04, 0.07, -0.04, -0.36, -0.21, -0.30, -0.07, 0.03, 0.09, 0.08, 0.09, 0.15, 0.14, 0.14, 0.08, 0.10, 0.10, 0.05, 0.08, -0.07, -0.40, -0.20, -0.23, -0.09, 0.06, 0.08, 0.07, 0.06, 0.13, 0.12, 0.13, 0.06, 0.08, 0.09, 0.04, 0.07, -0.06, -0.43, -0.22, -0.19, -0.12, 0.05, 0.08, 0.08, 0.08, 0.13, 0.11, 0.14, 0.10, 0.08, 0.08, 0.08, 0.07, -0.06, -0.44, -0.23, -0.19, -0.08, 0.06, 0.07, 0.04, 0.09, 0.13, 0.12, 0.13, 0.09, 0.09, 0.08, 0.06, 0.07, -0.04, -0.43, -0.21, -0.23, -0.06, 0.05, 0.09, 0.07, 0.07, 0.11, 0.12, 0.13, 0.09, 0.07, 0.07, 0.07, 0.05, -0.05, -0.42, -0.24, -0.18, -0.10, 0.04, 0.05, 0.08, 0.09, 0.14, 0.12, 0.13, 0.09, 0.09, 0.09, 0.07, 0.03, -0.03, -0.37, -0.19, -0.28, -0.09, 0.03, 0.10, 0.06, 0.09, 0.13, 0.12, 0.15, 0.10, 0.07, 0.06, 0.06, 0.11],
  "charge": 1,
  "lumo_ev": -3.27,
  "orbital_gap_ev": 7.188,
  "e_homo_ha": -0.384
}



Comparing the structures above, model Q comes out on top by 1173.1 kJ/mol.